{"formula": "C37H44N5O", "method": "ωB97M-V/def2-TZVPD", "species": ["C", "C", "C", "N", "N", "N", "C", "C", "C", "C", "C", "C", "C", "C", "C", "C", "C", "C", "H", "H", "H", "H", "H", "H", "H", "H", "H", "H", "H", "H", "H", "H", "H", "H", "H", "H", "H", "H", "H", "C", "C", "C", "C", "C", "C", "N", "C", "C", "C", "C", "C", "C", "C", "C", "C", "C", "O", "N", "C", "C", "C", "C", "C", "C", "H", "H", "H", "H", "H", "H", "H", "H", "H", "H", "H", "H", "H", "H", "H", "H", "H", "H", "H", "H", "H", "H", "H"], "xyz": [[-2.11688, -2.07015, -0.02917], [-1.56847, -2.36831, -1.40510], [-2.29871, -3.51735, -2.07451], [-0.14865, -2.75301, -1.32322], [0.13912, -3.98261, -1.68818], [1.47882, -4.06839, -1.68577], [2.03044, -5.43565, -1.74340], [1.33079, -6.16727, -2.87985], [1.81552, -6.11505, -0.39178], [2.04210, -2.91154, -1.23412], [3.48346, -2.78641, -1.19254], [4.20963, -2.45435, -0.02926], [5.60227, -2.51784, -0.03040], [6.29416, -2.90384, -1.19336], [5.58380, -3.20898, -2.36944], [4.19285, -3.16972, -2.36381], [0.99007, -2.01515, -1.00110], [0.97757, -0.68517, -0.51092], [-3.20155, -1.91832, -0.10156], [-1.93745, -2.92264, 0.64959], [-1.67879, -1.15701, 0.38043], [-1.58473, -1.47787, -2.04711], [-3.34354, -3.21264, -2.23602], [-1.85952, -3.77150, -3.04618], [-2.28457, -4.42072, -1.43884], [3.10124, -5.36259, -1.96118], [1.50652, -7.24765, -2.81567], [0.25066, -5.98076, -2.86735], [1.72708, -5.84483, -3.84780], [2.17818, -7.14960, -0.41857], [2.37951, -5.59198, 0.39207], [0.74423, -6.11966, -0.12664], [3.64094, -2.18348, 0.86548], [6.14140, -2.27736, 0.89201], [7.38723, -2.94963, -1.17642], [6.11831, -3.48795, -3.28123], [3.62429, -3.42208, -3.26504], [1.98380, -0.26777, -0.37505], [0.20665, -0.03256, -0.94007], [-7.32687, 3.48861, -0.18507], [-5.85404, 3.75147, -0.07493], [-5.23357, 3.73353, 1.18048], [-3.85888, 3.97099, 1.30964], [-3.19150, 4.01991, 2.64604], [-3.11580, 4.21019, 0.15404], [-1.74970, 4.62570, 0.28310], [-0.65923, 3.85059, 0.57370], [-0.59082, 2.38319, 0.38123], [0.14196, 1.66220, 1.41456], [0.48660, 0.31634, 1.39694], [1.59246, -0.11396, 2.26424], [1.89549, -1.48560, 2.29126], [2.90454, -1.99758, 3.09891], [3.59154, -1.14477, 3.97768], [3.31097, 0.23607, 3.96024], [2.34536, 0.76621, 3.09184], [-1.13640, 1.85722, -0.62530], [0.39379, 4.67404, 0.71031], [1.76296, 4.27017, 0.99245], [-0.04159, 6.00076, 0.59384], [-1.35707, 5.97597, 0.32429], [-3.71572, 4.28344, -1.10471], [-2.88871, 4.58317, -2.30950], [-5.08942, 4.03963, -1.21144], [-7.66438, 3.56845, -1.22135], [-7.57983, 2.48151, 0.16684], [-7.91482, 4.19344, 0.41625], [-5.81103, 3.54552, 2.08936], [-2.77285, 5.02573, 2.84430], [-3.95401, 3.79822, 3.41240], [-2.37891, 3.27026, 2.73796], [0.34555, 2.28406, 2.30428], [-0.31959, -0.46208, 1.21378], [1.37500, -2.12000, 1.57345], [3.17484, -3.05033, 3.01066], [4.33139, -1.57446, 4.66652], [3.86815, 0.90252, 4.63111], [2.22079, 1.86069, 3.03459], [2.41331, 5.07740, 0.65558], [1.91080, 4.11590, 2.06903], [2.02808, 3.34977, 0.46129], [0.61705, 6.84980, 0.66343], [-2.03571, 6.79378, 0.12953], [-3.52336, 4.56695, -3.20629], [-2.43145, 5.58017, -2.24030], [-2.09324, 3.83278, -2.43468], [-5.55994, 4.08186, -2.20048]], "forces_ev_per_angstrom": [[-0.2496, 0.0351, 0.3739], [0.2063, -0.0547, -0.3083], [-0.7444, -0.1630, -0.1843], [1.4016, -0.5165, 0.0108], [1.8590, 0.0343, -0.3203], [-2.2086, 0.7573, 0.9046], [-0.0671, -0.6286, -0.2018], [0.0073, -0.2967, -0.4345], [-0.0247, 0.1054, 0.3019], [-0.5616, -0.1260, 0.0078], [1.7055, -0.2999, -0.3367], [-0.5871, -0.1165, -0.5144], [0.1219, -0.0906, -0.3643], [-0.3757, 0.1861, 0.1523], [0.1348, 0.0432, 0.4487], [-0.1293, 0.3691, 0.5134], [-0.7118, -0.4340, 0.5212], [0.6307, 1.9258, -0.3800], [0.2693, 0.0041, 0.0295], [-0.0288, 0.3593, -0.2345], [-0.1907, -0.2124, -0.0299], [-0.1129, -0.0648, 0.1910], [0.3133, -0.1167, 0.0872], [-0.1683, 0.0721, 0.2506], [-0.0672, 0.4407, -0.3088], [-0.3035, 0.1665, 0.1510], [-0.0177, 0.2631, 0.1141], [0.3125, -0.1802, 0.0479], [-0.1279, 0.0616, 0.0898], [-0.0946, 0.2485, -0.0948], [-0.1896, -0.0745, -0.1137], [0.4289, -0.0293, -0.1233], [0.5058, -0.0773, -0.4239], [-0.1345, -0.0994, -0.4317], [-0.4362, -0.0043, -0.0641], [-0.1734, 0.0913, 0.3503], [0.2589, 0.1325, 0.2731], [-0.4268, -0.0398, -0.6589], [0.5219, -0.0837, -0.1420], [-0.3542, -0.0790, -0.0703], [0.2182, 0.1315, 0.0887], [0.5411, 0.0166, -0.1827], [-0.1896, -0.0604, -0.3164], [-0.0843, -0.1676, 0.6886], [-0.9760, 0.2701, -0.2933], [1.4663, 0.3552, 0.6549], [-0.8372, 1.5272, -1.3562], [0.1166, -3.4931, 1.2419], [-1.3267, 3.3062, -1.6206], [-1.5422, -3.1167, 0.0981], [0.4078, -0.2589, 0.8975], [0.2835, 0.3032, 0.1380], [-0.0712, 0.4082, 0.2723], [-0.2631, 0.1082, -0.1566], [0.0545, -0.3493, -0.0354], [0.0941, -0.5328, -0.3364], [0.4868, 1.1085, 0.6481], [-0.7705, 0.3435, 0.3245], [0.5818, 0.0918, 0.1016], [0.4081, -0.5521, -0.0965], [-0.3448, -0.9923, -0.0892], [-0.1527, -0.3378, 0.1547], [0.0463, 0.0571, -0.5979], [0.2246, -0.0502, 0.3517], [0.0302, 0.0085, 0.1258], [0.0938, 0.1504, -0.0343], [0.1803, -0.1008, -0.0995], [0.0849, 0.0337, -0.3373], [-0.1413, -0.4737, -0.0211], [0.5159, 0.1459, -0.1450], [-0.4084, 0.3950, -0.0368], [0.6321, -0.4967, -0.6790], [1.1715, 1.3631, 0.9090], [0.0673, 0.0146, 0.3331], [-0.1229, 0.2165, 0.2566], [-0.2712, 0.3920, -0.3834], [-0.2715, -0.2841, -0.3503], [-0.0696, -0.7985, 0.1275], [-0.0197, -0.0540, 0.0517], [-0.0729, 0.0632, -0.3271], [-0.2707, 0.2498, 0.1316], [0.1173, -0.1731, 0.0778], [-0.0431, -0.2636, 0.1023], [0.2663, 0.0368, 0.2231], [-0.0209, -0.2511, -0.0956], [-0.1707, 0.2396, 0.0871], [0.1602, -0.0373, 0.4260]], "mulliken_charge": [-0.614, 0.372, -1.648, 0.815, -1.226, 0.909, 0.444, -1.265, -1.379, 0.181, 0.182, 0.268, -0.669, -0.501, -0.734, -0.653, 0.678, -1.592, 0.462, 0.374, 0.019, 0.313, 0.456, 0.398, 0.348, 0.159, 0.416, 0.291, 0.330, 0.438, 0.312, 0.313, 0.054, 0.443, 0.379, 0.396, 0.452, 0.413, 0.527, -1.430, 0.680, -1.254, 1.200, -1.214, -0.146, 0.952, -0.127, 0.813, -0.617, 0.020, 0.221, -0.541, -0.520, -0.613, -0.755, -0.135, -0.788, 0.181, -0.745, -0.861, -0.317, 0.638, -1.287, -1.159, 0.365, 0.325, 0.338, 0.384, 0.279, 0.441, 0.126, 0.729, -0.236, 0.543, 0.453, 0.393, 0.374, 0.166, 0.337, 0.313, 0.340, 0.478, 0.530, 0.437, 0.293, 0.226, 0.309], "homo_ev": -8.7, "homo_lumo_gap_ev": 5.89, "charge": 1, "total_energy_ev": -48572.3773}